This record from OMol25 describes 2 unconnected molecules or ions with the total composition C5H11N. The level of theory is ωB97M-V with the def2-TZVPD basis set.

```
17
Properties=species:S:1:pos:R:3:forces:R:3
C -1.9027 1.0887 -0.2299 -0.03 -0.02 -0.05
C -1.5102 -0.3806 -0.1327 -0.07 -0.02 0.03
N -0.9515 -0.6037 1.2126 -0.34 -0.20 0.03
C 0.2749 -1.4697 1.2865 -0.06 0.16 0.24
C 0.4500 -0.2073 1.3753 0.09 -0.12 0.30
H -2.6009 1.2560 -1.0546 0.12 0.08 0.07
H -2.3807 1.3889 0.7105 0.02 -0.03 -0.23
H -1.0195 1.7269 -0.3796 -0.21 -0.15 0.02
H -2.3932 -1.0310 -0.1980 0.12 0.20 -0.07
H -0.8265 -0.6614 -0.9569 -0.04 0.03 0.33
H 0.5091 -2.5136 1.4189 -0.01 0.22 -0.10
H 0.9936 0.7038 1.5761 -0.04 -0.26 -0.08
C 2.2775 0.1451 -0.9339 0.08 -0.03 -0.07
H 1.8872 -0.7554 -0.4693 0.11 0.11 -0.22
H 2.9179 0.6498 -0.2020 -0.02 -0.05 -0.28
H 1.4363 0.7986 -1.1968 0.23 -0.17 0.01
H 2.8387 -0.1351 -1.8263 0.04 0.24 0.06
```
Forces are in eV/Å.

Results
LUMO level = 1.08 eV
ΔE to the lowest compared entry with this formula, charge and spin = 4.072 eV
HOMO energy = -0.2968 Eh
total energy = -251.71288 Eh
structure (SMILES) = CCN1C=C1.C
2S+1 = 1